20
Properties=species:S:1:pos:R:3 method="wB97M-V/def2-TZVPD" homo_energy_ev=-9.11 energy_ev=-9498.902 smiles="C=C(/C=C/CO)CC" lumo_ev=0.83 total_charge=0 de_lowest_kcal_mol=44.2
C -0.90465 2.29449 -0.20664
C -0.09499 1.42665 0.36023
C -0.50541 -0.01101 0.55395
C -0.79531 -0.73712 -0.54270
C -1.42107 -2.10841 -0.53204
O -0.36910 -3.06472 -0.66271
C 1.28046 1.74181 0.95798
C 2.38157 0.87790 0.28677
H -0.50722 3.27526 -0.52265
H -1.87468 2.10158 -0.64662
H -0.32884 -0.34324 1.60109
H -0.71918 -0.31309 -1.52729
H -2.14602 -2.23618 -1.36273
H -1.78421 -2.32936 0.44436
H 0.15320 -3.17688 -1.49063
H 1.34515 1.50545 2.05504
H 1.48027 2.83286 0.99231
H 2.75802 1.35749 -0.60594
H 3.18420 0.80108 1.00392
H 2.05558 -0.10701 -0.09414